Density functional theory data (the ωB97M-V functional and the def2-TZVPD basis) for a structure of composition C42H39ErN8O3PS2 in a non-equilibrium geometry.

The geometry in XYZ format:
```
96
Properties=species:S:1:pos:R:3:forces:R:3:lowdin_spin:R:1
Er 14.855 15.780 14.479 0.2 -0.5 -0.5 3.0265
S 14.616 11.587 13.262 0.2 -0.1 0.3 -0.0008
S 13.935 11.285 16.564 -0.2 -0.1 -0.4 0.0033
P 14.290 10.392 14.820 -0.2 -0.6 -0.5 0.0005
O 15.553 9.345 14.927 0.0 -0.2 0.7 0.0003
O 13.020 9.364 14.473 0.4 0.6 -0.1 0.0000
O 14.964 17.784 14.493 0.0 2.6 -0.6 -0.0085
N 14.877 14.925 12.307 -1.3 -0.9 -0.1 0.0077
N 17.127 14.069 12.164 0.0 1.0 -2.2 0.0291
N 12.466 14.491 16.842 0.8 -0.3 0.3 -0.0346
N 17.285 14.497 16.782 -0.2 -1.0 0.6 -0.0106
N 14.870 14.676 16.472 0.0 -0.7 0.9 -0.0255
N 12.458 14.512 12.142 -0.6 -0.5 -0.5 0.0020
N 12.773 14.893 14.450 -0.5 -0.5 0.8 -0.0155
N 16.873 14.730 14.433 1.5 -0.3 0.7 0.0073
C 13.469 13.545 19.704 0.3 -0.2 -0.3 0.0206
C 21.333 13.378 14.976 0.2 -0.5 -0.5 -0.0131
C 14.435 19.976 15.315 -0.6 0.4 0.8 -0.0001
C 17.601 14.400 13.337 -0.5 -0.7 0.6 -0.0972
C 13.980 12.550 8.398 -2.2 0.1 0.8 -0.0164
C 11.606 10.032 12.564 0.1 -0.8 -0.7 -0.0001
C 14.166 13.965 18.556 0.7 0.2 0.7 0.0132
C 14.882 19.197 14.099 0.0 -1.4 0.4 0.0002
C 10.702 14.259 15.211 -0.5 -1.0 -0.6 0.0045
C 16.950 9.403 16.916 -0.2 0.4 1.5 0.0000
C 14.045 13.786 10.452 0.3 -0.6 -0.3 -0.0162
C 13.268 13.181 9.459 1.8 0.3 -0.4 -0.0008
C 16.126 13.103 9.391 0.1 -1.2 -1.3 -0.0188
C 15.988 8.559 16.161 -1.0 0.0 -2.8 0.0000
C 12.060 14.596 15.606 0.3 0.4 -0.2 0.0825
C 21.152 13.237 13.593 1.2 0.1 -1.0 -0.0011
C 16.020 14.360 17.186 -0.9 1.5 0.1 0.0515
C 10.684 14.134 13.797 -0.3 0.6 1.4 0.0142
C 15.466 13.690 10.447 -0.9 0.3 -1.0 -0.0081
C 15.587 14.021 18.556 -0.2 -1.1 -0.2 0.0241
C 14.208 13.037 20.786 -1.7 0.8 -0.7 0.0057
C 13.760 14.397 17.235 -0.1 0.7 -0.8 0.1174
C 15.942 14.331 11.657 -0.2 -0.4 1.1 -0.1024
C 13.680 8.365 12.323 0.7 0.3 0.9 0.0000
C 19.064 14.198 15.093 1.2 -0.7 0.4 -0.0250
C 20.320 13.832 15.746 -3.0 1.5 -0.3 -0.0001
C 14.764 8.098 16.912 0.0 -0.5 1.1 0.0001
C 12.531 8.933 13.142 0.6 0.4 1.2 0.0000
C 16.263 19.704 13.728 1.4 -1.0 0.7 -0.0001
C 12.008 14.578 13.386 1.3 0.1 -0.9 0.0114
C 15.345 12.463 8.367 1.0 0.9 1.7 -0.0020
C 9.539 13.714 13.141 0.6 1.3 -0.9 -0.0011
C 18.956 14.062 13.712 -0.7 0.2 0.7 -0.0126
C 13.924 19.297 12.940 -0.3 -0.3 -0.6 0.0000
C 19.987 13.583 12.950 1.3 -0.2 -0.6 -0.0101
C 17.704 14.532 15.527 -0.9 0.6 0.2 -0.0205
C 16.287 13.574 19.674 0.4 0.6 0.0 0.0034
C 13.706 14.471 11.701 0.9 0.8 0.7 -0.0332
C 8.423 13.418 13.900 -0.7 -0.1 -1.2 0.0135
C 15.568 13.104 20.765 2.3 -0.1 0.7 0.0201
C 9.590 13.921 15.958 -0.7 0.0 0.1 0.0152
C 8.428 13.536 15.259 -0.5 0.2 2.0 -0.0003
H 16.806 18.902 13.135 -0.5 1.2 0.5 0.0000
H 10.830 10.225 13.308 0.3 0.3 0.2 0.0000
H 7.475 13.153 13.425 0.4 0.1 -0.1 0.0008
H 13.377 19.861 15.544 -0.3 -0.2 -0.3 0.0000
H 16.137 12.817 21.674 -0.4 0.1 -0.7 0.0010
H 16.788 19.831 14.712 0.0 -0.2 -0.9 0.0000
H 16.337 10.272 17.292 1.1 -0.4 -0.6 -0.0001
H 14.251 9.195 11.966 0.7 0.4 -0.3 0.0000
H 14.177 8.970 17.242 0.1 -0.5 -0.2 0.0001
H 15.795 11.817 7.646 0.5 0.1 -0.5 0.0003
H 17.188 8.816 17.830 0.3 0.3 -0.4 0.0000
H 14.377 18.764 12.068 -0.5 0.3 0.5 0.0000
H 12.384 13.621 19.734 0.2 -0.3 -0.1 0.0010
H 12.171 10.934 12.290 -0.3 -0.3 0.2 0.0000
H 11.029 9.648 11.686 0.7 0.2 0.3 0.0000
H 17.883 9.655 16.349 -1.0 0.0 0.5 0.0000
H 13.715 12.675 21.679 -0.2 0.0 -0.1 -0.0002
H 11.912 8.108 13.428 -0.6 -0.6 0.2 0.0000
H 12.947 18.816 13.226 0.8 0.7 -0.5 0.0001
H 19.936 13.536 11.871 -0.2 -0.1 0.0 -0.0006
H 22.039 12.968 12.983 -0.7 -0.1 0.4 0.0003
H 20.392 14.061 16.788 0.2 -0.3 0.6 0.0002
H 7.436 13.404 15.768 1.3 -0.1 -0.2 -0.0004
H 16.280 20.694 13.249 -0.2 -0.4 -0.1 0.0000
H 9.621 13.981 17.049 -0.1 0.0 -0.4 0.0007
H 14.128 7.379 16.343 0.6 0.6 0.3 0.0000
H 14.927 19.486 16.155 0.3 0.5 0.2 0.0000
H 16.483 7.669 15.709 -0.2 0.6 0.2 0.0000
H 13.339 12.089 7.634 0.6 0.0 0.2 -0.0010
H 14.367 7.662 12.854 -0.7 0.8 0.2 0.0000
H 17.226 13.078 9.309 -0.7 -0.1 0.3 -0.0008
H 12.197 13.217 9.434 -0.3 0.1 0.2 0.0000
H 9.493 13.929 12.068 -0.1 -0.9 0.2 -0.0002
H 13.822 20.366 12.658 -0.3 -0.6 0.1 0.0000
H 22.272 13.069 15.405 0.2 0.1 0.2 -0.0008
H 13.374 7.798 11.496 -1.0 -0.6 -1.4 0.0000
H 14.609 21.082 15.296 0.2 -0.9 -0.1 0.0000
H 15.149 7.613 17.836 -0.4 -0.1 -0.4 0.0000
H 17.377 13.690 19.733 -0.5 -0.3 -0.2 0.0000
```
Positions in Å, forces in eV/Å.

Summary:
Spin multiplicity: 4
Net charge: -1
E_HOMO (spin up / spin down) in eV: -3.98 / -3.97

---

Density functional theory data (the ωB97M-V functional and the def2-TZVPD basis) for a structure of composition C42H39I2N4NdO4S in a non-equilibrium geometry.

The geometry in XYZ format:
```
93
Properties=species:S:1:pos:R:3:forces:R:3:lowdin_spin:R:1
Nd -0.167 0.048 -0.528 0.5 -1.1 -1.1 3.0309
I 0.183 0.879 -6.229 -0.3 -0.4 0.7 0.0000
I -4.813 -2.437 -6.277 -0.1 0.3 -0.4 0.0000
S 0.711 -0.339 2.696 0.7 0.5 1.8 0.0000
O 1.162 0.530 1.548 0.0 0.1 -0.4 -0.0031
O 0.254 -2.271 0.222 0.0 1.2 -1.0 -0.0048
O -1.792 0.262 0.976 -0.9 0.7 1.0 -0.0081
O -0.041 -0.109 -3.046 -0.8 0.1 0.5 -0.0043
N -1.856 1.953 -1.284 -1.9 1.7 -0.3 -0.0032
N -2.041 -1.310 -1.728 -0.7 0.2 1.1 -0.0037
N 1.405 2.881 -1.263 -0.3 0.0 -0.9 -0.0013
N 2.162 -0.730 -1.364 1.3 -1.3 0.1 -0.0060
C -1.080 -0.474 -3.719 0.7 0.3 -0.7 -0.0001
C 2.479 2.723 -2.347 -0.1 -0.4 1.0 0.0000
C -2.181 -1.153 -3.039 -0.3 -0.1 -1.3 -0.0001
C 2.960 -4.350 -1.043 -1.1 -0.2 -0.5 0.0002
C -3.326 -1.624 -3.764 0.6 -0.1 -1.0 -0.0001
C 3.050 0.429 -1.620 0.2 -1.5 -0.8 0.0002
C -4.285 -2.350 -3.032 0.7 0.1 1.2 0.0005
C 2.760 -1.900 -1.405 -2.5 1.0 1.3 0.0002
C 0.918 0.804 4.173 0.4 -0.3 -0.1 -0.0001
C -2.842 2.430 -0.575 0.2 -0.2 0.2 0.0011
C 4.043 -2.529 2.334 -0.2 -0.8 -0.2 0.0000
C -2.343 -0.701 -5.838 -0.7 -0.1 0.3 -0.0001
C 3.636 -3.723 2.933 1.5 -0.4 0.0 0.0000
C -1.861 2.683 -2.582 -1.1 0.7 -1.2 0.0001
C 1.632 -2.687 3.669 -0.1 1.0 0.0 0.0000
C 2.010 -1.500 2.997 -1.0 -1.6 0.5 0.0001
C 0.283 3.780 -1.759 0.4 0.1 0.3 0.0001
C 0.409 -4.542 -0.091 -1.3 -1.9 0.5 -0.0003
C 1.117 -5.733 -0.238 -0.6 1.3 -0.6 0.0002
C -1.228 -0.258 -5.102 0.0 0.4 0.2 0.0001
C 2.755 1.303 -2.843 -0.8 0.0 0.4 0.0000
C 3.198 -1.439 2.329 0.5 0.9 -0.4 0.0000
C 2.377 -5.596 -0.759 2.8 -0.3 -0.5 -0.0002
C 0.334 2.010 3.897 -0.9 0.6 -0.2 0.0000
C -3.257 0.737 2.803 -0.2 -0.7 -0.3 0.0001
C -4.363 1.434 3.245 0.2 0.3 -0.3 0.0001
C 2.020 3.511 -0.093 0.1 0.1 2.0 0.0000
C 0.087 2.912 4.940 0.7 1.4 -0.3 0.0000
C 2.474 -3.778 3.673 -0.6 -0.9 0.1 0.0000
C 0.731 2.742 6.162 -0.5 -1.7 -0.5 0.0000
C -4.888 2.513 2.495 0.1 0.2 0.0 0.0005
C -3.326 2.040 0.741 -0.5 1.3 -0.1 0.0005
C 1.472 0.552 5.453 -1.5 0.7 -1.7 0.0000
C 2.200 -3.168 -0.928 0.1 0.3 0.1 -0.0001
C -4.381 2.870 1.257 1.4 -2.1 0.9 0.0002
C -3.344 -1.410 -5.212 0.1 -0.1 1.1 0.0003
C 0.931 -3.265 -0.288 0.0 0.6 0.6 0.0002
C 1.370 1.518 6.432 0.3 0.6 0.2 0.0000
C -3.019 -1.913 -1.042 1.9 1.4 1.3 0.0004
C -4.096 -2.473 -1.646 -1.8 -1.1 -1.2 -0.0001
C -0.483 3.279 -2.990 -1.5 -1.5 0.7 0.0000
C -2.765 1.001 1.510 0.9 -0.6 -1.0 -0.0002
H 2.908 2.889 0.301 -1.3 1.1 -0.7 0.0000
H 2.968 -6.491 -1.001 -0.2 0.4 0.3 0.0000
H -0.474 3.854 4.761 0.5 -0.8 0.0 0.0000
H -0.383 3.965 -0.882 0.3 -0.3 -0.7 0.0000
H -2.334 2.042 -3.400 1.1 0.4 1.0 0.0000
H 4.279 -4.631 2.858 -0.6 0.9 0.0 0.0000
H -5.674 3.101 2.920 -0.4 0.2 0.2 0.0000
H -4.692 3.741 0.714 -0.3 0.2 -0.2 0.0000
H -3.454 3.293 -0.977 0.7 -0.9 0.2 -0.0001
H 2.946 1.079 -0.772 0.3 0.0 0.8 0.0000
H 2.330 4.559 -0.324 0.2 -0.6 0.1 0.0000
H 0.735 -6.739 -0.070 -0.3 0.4 0.1 0.0000
H 4.957 -2.481 1.767 0.2 -0.1 0.0 0.0000
H 1.788 1.369 7.433 0.0 -0.1 -0.5 0.0000
H -2.433 -0.398 -6.886 0.1 -0.5 0.3 0.0000
H 0.680 3.454 6.947 -0.2 0.6 0.4 0.0000
H 3.636 1.335 -3.506 -0.5 0.0 0.1 0.0000
H -0.654 -4.583 0.171 0.4 0.1 0.3 0.0000
H -5.137 -2.822 -3.501 0.1 0.1 -0.1 0.0000
H 4.052 -0.024 -1.682 0.1 0.7 0.1 0.0000
H 3.746 -2.017 -1.771 1.3 0.3 -0.5 -0.0001
H -4.840 1.152 4.180 0.1 0.2 -0.1 0.0000
H -2.917 -1.823 0.063 0.0 -0.5 -0.9 0.0000
H 1.318 3.642 0.822 0.7 -0.6 -1.6 0.0000
H -0.015 2.450 -3.520 0.7 0.4 -0.1 0.0000
H 0.647 4.773 -2.053 0.6 0.0 0.3 0.0000
H 0.668 -2.721 4.163 0.0 -0.1 0.0 0.0000
H -0.782 4.073 -3.679 0.7 0.0 0.0 0.0000
H -2.593 3.578 -2.586 1.0 -1.3 0.5 -0.0001
H 2.153 3.305 -3.182 0.3 0.8 -0.5 0.0000
H 1.865 -0.402 5.569 0.9 -1.5 0.8 0.0000
H 1.867 0.960 -3.373 0.3 -0.4 -0.2 0.0000
H 2.175 -4.731 4.160 0.2 0.9 -0.3 0.0000
H -4.785 -3.066 -1.023 0.2 0.5 -0.5 0.0000
H 0.066 2.201 2.846 -0.3 0.1 0.7 0.0000
H 3.433 -0.539 1.761 0.0 -0.2 0.1 0.0000
H 3.449 3.016 -1.915 -0.5 0.7 -0.2 0.0000
H -2.814 -0.137 3.314 -0.4 0.7 -0.1 0.0000
H 3.968 -4.288 -1.459 -0.3 -0.1 0.0 0.0000
```
Positions in Å, forces in eV/Å.

Summary:
Spin multiplicity: 4
E_HOMO (spin up / spin down) in eV: -6.98 / -6.99

---

> What is the formula in the first record?

C42H39ErN8O3PS2